A molecular structure, C27H57IrNO4P2SSi in a non-equilibrium geometry, computed with the ωB97M-V functional and the def2-TZVPD basis.

Its energy is -78732.837 eV. Its HOMO energy (alpha / beta) is -4.10 / -6.96 eV. The calculation puts the orbital gap (alpha / beta) at 4.7 / 5.4 eV. As for the multiplicity: 6. The relative energy (zero: lowest compared OMol25 entry of this formula, charge and spin) comes out at 0.0 kcal per mole.

Last column: Löwdin spin population.
Element x y z (Å)
Ir (0.08, -0.14, 0.67)  1.790
P (2.40, -0.19, 0.23)  0.064
P (-2.36, 0.03, 0.53)  0.093
N (0.03, 0.58, -1.04)  0.837
H (0.70, -1.19, 1.60)  0.005
C (2.69, -1.44, -1.06)  0.012
H (3.74, -1.74, -1.02)  0.002
H (2.47, -1.00, -2.05)  0.001
H (2.03, -2.30, -0.92)  0.001
C (3.50, -0.53, 1.62)  0.015
H (4.52, -0.67, 1.23)  0.004
H (3.17, -1.45, 2.13)  0.000
H (3.47, 0.31, 2.33)  0.000
C (3.06, 1.36, -0.50)  0.004
H (4.15, 1.35, -0.40)  0.001
H (2.64, 2.24, 0.00)  0.001
H (2.79, 1.40, -1.57)  0.000
C (-3.30, -1.11, -0.58)  0.022
H (-4.35, -0.78, -0.71)  0.006
H (-3.26, -2.13, -0.18)  0.002
H (-2.81, -1.11, -1.56)  0.001
C (-3.29, 0.02, 2.10)  0.016
H (-4.32, -0.30, 1.92)  0.003
H (-3.29, 1.02, 2.53)  0.001
H (-2.84, -0.67, 2.82)  0.002
C (-2.80, 1.65, -0.22)  0.004
H (-3.87, 1.85, -0.09)  0.002
H (-2.57, 1.64, -1.29)  0.001
H (-2.22, 2.45, 0.25)  0.001
C (0.04, 1.42, -2.07)  0.084
C (0.03, 1.81, -4.47)  -0.009
C (0.03, 0.93, -3.42)  0.129
C (0.06, 2.85, -1.88)  0.137
C (0.05, 3.68, -2.97)  -0.004
C (0.04, 3.20, -4.27)  0.144
H (0.02, 1.43, -5.49)  -0.003
H (0.01, -0.16, -3.57)  0.007
H (0.06, 3.24, -0.85)  0.005
H (0.04, 4.76, -2.81)  -0.003
H (0.03, 3.88, -5.11)  0.009
C (-0.25, -2.61, 1.21)  0.423
O (-0.68, -2.15, 0.06)  0.393
C (0.84, -3.68, 1.16)  0.062
H (1.23, -3.92, 2.16)  0.001
H (1.65, -3.33, 0.49)  0.005
H (0.39, -4.63, 0.75)  0.027
C (-1.15, -2.62, 2.41)  0.060
H (-2.21, -2.73, 2.16)  0.011
H (-0.98, -1.71, 3.00)  0.017
H (-0.91, -3.45, 3.09)  0.002
C (2.10, 4.09, 4.10)  0.006
C (3.16, 3.01, 4.09)  0.002
C (4.10, 3.21, 2.92)  0.001
C (3.93, 3.04, 5.40)  0.001
O (2.56, 1.67, 3.97)  0.028
Si (0.99, 1.17, 3.99)  0.067
S (0.24, 1.64, 2.08)  0.467
O (0.96, -0.42, 4.39)  0.002
C (1.67, -1.14, 5.47)  0.000
C (2.76, -2.01, 4.85)  0.000
C (2.28, -0.15, 6.44)  0.000
C (0.64, -2.02, 6.18)  0.000
O (0.27, 2.03, 5.18)  0.012
C (-1.02, 2.23, 5.84)  0.001
C (-2.16, 2.23, 4.83)  0.007
C (-1.23, 1.13, 6.87)  0.000
C (-0.94, 3.58, 6.54)  0.000
H (2.59, 5.07, 4.15)  0.000
H (1.44, 4.02, 4.98)  0.000
H (1.48, 4.09, 3.19)  0.005
H (4.58, 4.20, 3.01)  0.000
H (4.88, 2.44, 2.92)  0.000
H (3.56, 3.18, 1.96)  0.001
H (3.26, 2.87, 6.25)  0.000
H (4.72, 2.27, 5.40)  0.000
H (4.41, 4.03, 5.52)  0.000
H (2.33, -2.69, 4.09)  0.000
H (3.52, -1.37, 4.38)  0.000
H (3.24, -2.62, 5.62)  0.000
H (2.75, -0.69, 7.27)  0.000
H (3.07, 0.45, 5.96)  0.000
H (1.54, 0.53, 6.87)  0.000
H (-0.10, -1.41, 6.72)  0.000
H (0.12, -2.67, 5.46)  0.000
H (1.14, -2.66, 6.93)  0.000
H (-2.27, 1.24, 4.37)  0.002
H (-3.11, 2.46, 5.34)  0.000
H (-2.00, 2.97, 4.04)  0.004
H (-0.37, 1.08, 7.55)  0.000
H (-2.13, 1.33, 7.46)  0.000
H (-1.36, 0.16, 6.38)  0.000
H (-0.13, 3.59, 7.28)  0.000
H (-0.76, 4.39, 5.82)  0.000
H (-1.88, 3.80, 7.07)  0.000



A gas-phase ion, C19H25FN (charge +1) in a non-equilibrium geometry, computed with the ωB97M-V functional and the def2-TZVPD basis.

As for the total charge: +1. Its energy is -24308.909 eV. Its HOMO energy is -12.21 eV. The calculation puts the orbital gap at 9.8 eV. As for the multiplicity: 1. The relative energy (zero: lowest compared OMol25 entry of this formula, charge and spin) comes out at 0.0 kcal per mole.

Last column: natural (NBO) charge in e.
Element x y z (Å)
C (-1.71, 2.23, -1.42)  -0.644
C (-0.52, 1.39, -1.03)  -0.209
N (-0.89, 0.08, -0.31)  -0.240
C (-1.67, 0.41, 1.01)  -0.218
C (-3.15, 0.76, 0.98)  -0.632
C (-1.79, -0.85, -1.21)  -0.201
C (-1.96, -0.51, -2.67)  -0.654
C (0.41, -0.66, 0.05)  -0.061
C (0.63, -0.79, 1.56)  -0.077
C (0.18, -2.00, 2.13)  -0.208
C (0.15, -2.15, 3.51)  -0.198
C (0.71, -1.17, 4.33)  -0.189
C (1.25, 0.00, 3.77)  -0.211
C (1.13, 0.23, 2.39)  -0.170
C (1.65, -0.27, -0.76)  -0.091
C (1.72, -0.73, -2.09)  -0.191
C (2.84, -0.47, -2.88)  -0.269
C (3.86, 0.31, -2.32)  0.424
F (4.95, 0.61, -3.09)  -0.314
C (3.86, 0.73, -0.99)  -0.265
C (2.76, 0.37, -0.20)  -0.174
H (-1.33, 3.16, -1.87)  0.252
H (-2.34, 1.75, -2.16)  0.226
H (-2.31, 2.51, -0.55)  0.218
H (0.07, 1.11, -1.91)  0.239
H (0.14, 1.93, -0.34)  0.227
H (-1.60, -0.49, 1.64)  0.246
H (-1.08, 1.21, 1.49)  0.232
H (-3.50, 0.68, 2.02)  0.253
H (-3.36, 1.79, 0.67)  0.222
H (-3.77, 0.05, 0.40)  0.218
H (-1.39, -1.87, -1.08)  0.220
H (-2.77, -0.84, -0.71)  0.226
H (-2.05, -1.44, -3.23)  0.250
H (-2.91, 0.01, -2.82)  0.229
H (-1.16, 0.07, -3.13)  0.232
H (0.23, -1.70, -0.29)  0.230
H (-0.21, -2.78, 1.47)  0.215
H (-0.29, -3.06, 3.93)  0.235
H (0.76, -1.32, 5.40)  0.235
H (1.77, 0.73, 4.39)  0.233
H (1.41, 1.21, 1.99)  0.210
H (0.89, -1.31, -2.50)  0.212
H (2.91, -0.86, -3.89)  0.251
H (4.69, 1.29, -0.57)  0.251
H (2.80, 0.60, 0.86)  0.230



2 unconnected molecules or ions with the total composition C7H6FIOS in a non-equilibrium geometry, computed with the ωB97M-V functional and the def2-TZVPD basis.

Its energy is -31052.373 eV. Its HOMO energy (alpha / beta) is -8.44 / -8.43 eV. The calculation puts the orbital gap (alpha / beta) at 8.0 / 8.0 eV. As for the multiplicity: 1. The relative energy (zero: lowest compared OMol25 entry of this formula, charge and spin) comes out at 70.2 kcal per mole.

Last column: natural (NBO) charge in e.
Element x y z (Å)
C (0.77, -0.58, -0.43)  -0.239
C (-1.61, -0.02, -0.49)  -0.215
C (0.58, -1.78, -1.00)  -0.282
C (-1.85, -1.25, -1.09)  -0.263
C (-0.30, 0.22, -0.08)  0.246
C (-0.70, -2.05, -1.39)  0.402
C (0.98, 1.59, 1.44)  -0.134
O (-0.13, 1.44, 0.70)  -0.541
F (-0.93, -3.27, -1.89)  -0.325
S (1.05, 3.01, 2.47)  0.046
I (1.78, 0.14, 2.70)  0.216
H (1.69, -0.10, -0.05)  0.253
H (-2.54, 0.56, -0.07)  0.245
H (1.44, -2.31, -1.33)  0.242
H (-2.80, -1.54, -1.43)  0.234
H (2.39, 2.03, 0.20)  -0.021
H (0.19, 3.90, 1.75)  0.139



A molecular structure, C18H21NiP2 in a non-equilibrium geometry, computed with the ωB97M-V functional and the def2-TZVPD basis.

As for the total charge: -1. Its energy is -78625.386 eV. Its HOMO energy (alpha / beta) is -0.02 / -4.33 eV. The calculation puts the orbital gap (alpha / beta) at 3.3 / 7.6 eV. As for the multiplicity: 3.

Last column: Löwdin spin population.
Element x y z (Å)
C (-1.85, -0.26, -0.81)  0.038
C (-1.89, 1.15, -1.07)  0.042
C (-1.72, 1.84, 0.16)  0.064
C (-1.61, 0.88, 1.21)  0.026
C (-1.81, -0.44, 0.63)  -0.006
Ni (0.15, -0.08, 0.23)  0.753
P (1.07, -1.11, -1.41)  0.027
H (-1.99, -1.06, -1.53)  0.002
H (-2.07, 1.60, -2.03)  0.002
H (-1.76, 2.92, 0.29)  0.004
H (-1.98, -1.36, 1.18)  -0.001
H (-1.55, 1.08, 2.28)  0.000
H (2.33, -0.77, -1.96)  0.005
H (0.28, -0.98, -2.58)  0.008
H (1.20, -2.53, -1.35)  0.008
C (2.26, 2.08, -0.11)  0.015
P (1.80, 0.85, 1.14)  0.110
C (3.18, -0.36, 1.27)  0.167
C (2.83, -1.69, 1.54)  0.096
C (3.76, -2.71, 1.34)  0.055
C (5.05, -2.39, 0.91)  0.188
C (5.44, -1.05, 0.77)  0.041
C (4.50, -0.02, 0.95)  0.115
C (2.00, 1.77, 2.70)  0.057
C (2.96, 2.78, 2.88)  0.043
C (3.15, 3.36, 4.14)  0.006
C (2.37, 2.94, 5.23)  0.048
C (1.40, 1.96, 5.04)  0.011
C (1.20, 1.38, 3.79)  0.030
H (2.19, 1.64, -1.12)  -0.001
H (3.26, 2.48, 0.06)  0.001
H (1.52, 2.89, -0.03)  0.001
H (1.81, -1.94, 1.85)  0.007
H (3.47, -3.75, 1.50)  0.001
H (5.76, -3.18, 0.68)  0.017
H (6.47, -0.80, 0.51)  -0.001
H (4.80, 1.02, 0.81)  0.012
H (3.58, 3.11, 2.04)  0.005
H (3.91, 4.14, 4.27)  0.000
H (2.53, 3.39, 6.21)  0.004
H (0.79, 1.63, 5.88)  0.000
H (0.43, 0.62, 3.65)  0.002



2 unconnected molecules or ions with the total composition C3H2F2N2S in a non-equilibrium geometry, computed with the ωB97M-V functional and the def2-TZVPD basis.

Its energy is -22386.217 eV. Its HOMO energy (alpha / beta) is -6.09 / -9.83 eV. The calculation puts the orbital gap (alpha / beta) at 6.6 / 7.0 eV. As for the multiplicity: 3. The relative energy (zero: lowest compared OMol25 entry of this formula, charge and spin) comes out at 14.7 kcal per mole.

Last column: Löwdin spin population.
Element x y z (Å)
C (1.09, 0.64, -0.86)  0.212
C (0.35, -0.04, 0.03)  0.060
C (-1.79, -0.45, 0.20)  -0.008
N (1.06, -0.46, 1.06)  0.671
N (2.27, -0.10, 1.10)  0.690
F (-2.32, -0.98, -0.92)  -0.002
F (-2.34, 0.69, 0.44)  -0.002
S (2.66, 0.73, -0.29)  0.368
H (0.58, 1.15, -1.68)  0.010
H (-1.57, -1.19, 0.90)  0.001



Look up the multiplicity of the first one.
6